Here is an isolated ion of composition C10H20ClNO6PS2 and charge +1 from the OMol25 dataset. Energies are from the ωB97M-V functional and the def2-TZVPD basis.

Each line ends with the Mulliken charge.
Positions of all 41 atoms, in Å:
C (1.947, -3.293, 2.045)  -0.6513
O (1.687, -2.077, 2.756)  -0.3847
C (2.237, -0.948, 2.100)  -0.4498
C (1.503, -0.662, 0.747)  -0.3409
S (-0.248, -0.042, 0.769)  -0.0136
C (-0.127, 0.114, -1.057)  0.2623
C (-1.301, -0.014, -2.058)  -0.5024
C (-2.456, 0.967, -1.543)  -0.6387
C (-3.737, 0.119, -1.126)  -0.8166
C (-3.480, -0.819, 0.103)  -0.5231
S (-3.524, 0.047, 1.721)  1.0634
O (-2.920, 1.414, 1.621)  -0.4829
O (-2.725, -0.731, 2.717)  -0.5365
Cl (-5.453, 0.203, 2.431)  -0.1923
N (1.137, 0.347, -1.396)  0.0946
C (1.721, 0.507, -2.752)  -0.9556
C (2.056, 0.444, -0.234)  -0.5647
P (2.297, 2.202, 0.382)  0.8490
O (0.992, 2.934, 0.651)  -0.6320
O (3.169, 2.246, 1.814)  -0.5138
O (3.121, 3.115, -0.757)  -0.5253
H (2.599, -3.151, 1.138)  0.2890
H (2.458, -4.049, 2.694)  0.2880
H (0.970, -3.681, 1.656)  0.2443
H (3.306, -1.182, 1.833)  0.4987
H (2.246, -0.056, 2.760)  0.1369
H (1.429, -1.541, 0.052)  0.3289
H (-1.694, -1.047, -2.176)  0.4149
H (-0.942, 0.421, -3.026)  0.3573
H (-2.803, 1.642, -2.365)  0.3907
H (-2.108, 1.623, -0.710)  0.4901
H (-4.635, 0.776, -1.015)  0.3515
H (-3.964, -0.554, -1.995)  0.3975
H (-2.522, -1.383, -0.038)  0.2571
H (-4.278, -1.607, 0.151)  0.4904
H (1.174, 1.238, -3.384)  0.3383
H (1.622, -0.495, -3.253)  0.4305
H (2.820, 0.697, -2.706)  0.3191
H (3.111, 0.131, -0.464)  0.7091
H (2.545, 2.132, 2.549)  0.3552
H (2.771, 4.014, -0.635)  0.3672

Output
frontier orbital gap = 8.81 eV
total charge = +1
M = 380.83 Da


Here is C10H20CrNO7 as an isolated structure from the OMol25 dataset. Energies are from the ωB97M-V functional and the def2-TZVPD basis.

Each line ends with the Mulliken charge.
Positions of all 39 atoms, in Å:
Cr (-14.817, 15.724, -12.508)  0.4501
C (-11.376, 17.822, -12.938)  -1.4365
C (-12.716, 17.207, -12.706)  1.4121
O (-13.125, 16.821, -11.565)  -0.6936
O (-13.478, 16.854, -13.644)  -0.6688
H (-11.236, 18.861, -12.639)  0.3311
H (-11.173, 17.901, -14.008)  0.3470
H (-10.631, 17.170, -12.487)  0.3371
C (-17.390, 13.766, -14.943)  -1.4089
C (-16.516, 14.487, -14.001)  1.4147
O (-16.766, 14.800, -12.814)  -0.7433
O (-15.388, 14.956, -14.400)  -0.6740
H (-18.187, 14.419, -15.305)  0.2988
H (-17.821, 12.866, -14.505)  0.3764
H (-16.897, 13.446, -15.860)  0.3388
C (-13.454, 12.505, -10.374)  -1.2540
C (-14.042, 13.686, -11.094)  1.2560
O (-14.963, 14.438, -10.708)  -0.6781
O (-13.584, 14.007, -12.248)  -0.5956
H (-14.235, 11.751, -10.266)  0.3224
H (-13.043, 12.792, -9.408)  0.3265
H (-12.639, 12.046, -10.929)  0.3134
C (-15.364, 19.316, -11.871)  -1.3485
C (-16.565, 18.367, -11.779)  0.0877
C (-17.158, 18.290, -13.202)  -0.7977
O (-16.208, 17.577, -13.955)  0.2586
C (-16.485, 17.612, -15.350)  -1.0246
N (-16.159, 17.018, -11.325)  -0.2574
H (-15.721, 20.263, -12.289)  0.4447
H (-14.630, 18.948, -12.583)  0.1711
H (-14.898, 19.583, -10.922)  0.3732
H (-17.313, 18.807, -11.112)  0.3360
H (-17.375, 19.309, -13.531)  0.4824
H (-18.087, 17.704, -13.184)  0.4091
H (-15.939, 16.802, -15.816)  0.2010
H (-16.208, 18.614, -15.722)  0.3096
H (-17.558, 17.643, -15.583)  0.3680
H (-15.758, 17.267, -10.413)  0.3174
H (-17.024, 16.566, -11.021)  0.2979

Output
relative energy (zero: lowest compared OMol25 entry of this formula, charge and spin) = 1.248 eV
spin multiplicity = 4
frontier orbital gap (spin up / spin down) = 8.61 / 10.26 eV
total charge = 0
M = 318.27 Da


Here is C10H20F6N4O6Ti as an isolated structure from the OMol25 dataset. Energies are from the ωB97M-V functional and the def2-TZVPD basis.

Each line ends with the Mulliken charge.
Positions of all 47 atoms, in Å:
Ti (19.449, 19.613, 8.426)  0.9458
C (18.055, 23.498, 7.141)  -0.1910
O (17.444, 22.684, 8.168)  -0.1408
O (18.999, 22.696, 6.561)  -0.8580
C (16.959, 24.241, 6.194)  0.8256
F (15.880, 23.555, 6.255)  -0.2704
F (16.518, 25.424, 6.603)  -0.2911
F (17.342, 24.311, 4.871)  -0.2707
C (16.748, 23.392, 9.262)  -0.3267
C (15.919, 22.223, 9.936)  -1.0911
H (15.150, 21.845, 9.261)  0.2699
H (16.607, 21.427, 10.220)  0.2001
H (15.373, 22.619, 10.792)  0.4046
H (16.072, 24.223, 9.062)  0.3033
H (17.449, 23.872, 9.945)  0.3451
H (18.579, 24.183, 7.807)  0.1544
C (23.366, 21.053, 12.488)  -0.1828
O (24.645, 21.391, 11.867)  -0.2264
O (22.677, 20.471, 11.381)  -0.8754
C (23.470, 20.228, 13.875)  0.7809
F (23.867, 21.011, 14.885)  -0.2963
F (22.225, 19.969, 14.297)  -0.2726
F (24.174, 19.096, 13.973)  -0.2816
C (25.064, 22.738, 11.691)  -0.2165
C (26.506, 22.591, 11.192)  -1.1604
H (26.492, 22.152, 10.195)  0.2738
H (26.841, 23.623, 11.088)  0.3813
H (27.072, 21.990, 11.904)  0.2805
H (25.121, 23.287, 12.631)  0.2851
H (24.436, 23.317, 11.013)  0.3225
H (22.815, 21.962, 12.731)  0.1945
C (17.026, 15.398, 9.706)  0.6532
O (17.274, 16.251, 8.841)  -0.6733
N (15.818, 14.982, 9.893)  -0.4136
N (17.704, 15.106, 10.763)  -0.3683
H (15.586, 14.321, 10.621)  0.1758
H (15.271, 15.323, 9.116)  0.2324
H (17.487, 14.520, 11.556)  0.1627
H (18.655, 15.448, 10.751)  0.2160
C (21.561, 16.847, 5.124)  0.6785
O (21.861, 17.243, 6.234)  -0.6517
N (22.112, 15.783, 4.621)  -0.4050
N (20.529, 17.295, 4.492)  -0.3886
H (21.589, 15.366, 3.864)  0.1473
H (22.873, 15.347, 5.121)  0.2326
H (20.303, 18.246, 4.749)  0.2227
H (20.162, 16.821, 3.679)  0.1635

Output
relative energy (zero: lowest compared OMol25 entry of this formula, charge and spin) = 7.791 eV
spin multiplicity = 4
frontier orbital gap (spin up / spin down) = 5.10 / 4.80 eV
total charge = -1
M = 454.15 Da


Here is C10H20N2O3S in the gas phase from the OMol25 dataset. Energies are from the ωB97M-V functional and the def2-TZVPD basis.

Each line ends with the Mulliken charge.
Positions of all 36 atoms, in Å:
C (0.010, 2.140, -0.795)  0.5692
C (-0.494, 1.212, 0.324)  -0.1881
C (-0.982, 2.176, -1.968)  -1.1914
C (-1.435, 0.888, -2.610)  -0.3892
C (-0.967, -1.534, -3.758)  -0.8198
C (0.199, -0.446, 1.972)  -0.0470
C (1.249, -0.208, 3.023)  0.1487
C (0.276, -1.892, 1.442)  0.5030
C (-0.565, -2.102, 0.169)  -1.3009
C (-0.103, -2.871, 2.543)  -1.5217
H (1.810, 2.673, -1.622)  0.2910
H (1.496, 1.046, -1.662)  0.2169
H (0.005, 3.126, -0.331)  0.3537
H (-1.822, 2.769, -1.623)  0.4376
H (-0.585, 2.845, -2.694)  0.4390
H (-2.223, 1.109, -3.366)  0.4589
H (-1.862, 0.167, -1.881)  0.2279
H (-0.192, -2.277, -4.129)  0.3213
H (-1.502, -1.945, -2.849)  0.1876
H (-1.793, -1.528, -4.479)  0.3292
H (1.461, 0.791, 0.842)  0.3792
H (-0.825, -0.204, 2.375)  0.5306
H (1.292, -2.012, 1.169)  0.3112
H (-1.590, -1.756, 0.339)  0.3488
H (-0.182, -1.474, -0.686)  0.0947
H (-0.493, -3.136, -0.163)  0.4816
H (0.646, -2.876, 3.302)  0.4146
H (-0.163, -3.911, 2.192)  0.4221
H (-1.122, -2.643, 2.964)  0.3072
H (1.442, -0.050, 4.845)  0.3600
N (1.431, 1.892, -1.078)  -0.7477
N (0.487, 0.527, 0.941)  -0.1482
O (-1.653, 1.079, 0.612)  -0.6684
O (2.407, 0.125, 2.845)  -0.6125
O (0.693, -0.258, 4.235)  -0.4249
S (-0.121, 0.038, -3.448)  -0.0742

Output
relative energy (zero: lowest compared OMol25 entry of this formula, charge and spin) = 0.327 eV
SMILES string = CSCC[C@H](N)C(=O)N[C@H](C(=O)O)C(C)C
frontier orbital gap = 9.39 eV
total charge = 0
M = 248.35 Da


Here is C10H20N2OS in the gas phase from the OMol25 dataset. Energies are from the ωB97M-V functional and the def2-TZVPD basis.

Each line ends with the Mulliken charge.
Positions of all 34 atoms, in Å:
C (-2.445, 1.989, -0.167)  -0.4440
C (-2.307, 1.768, 1.295)  -0.7876
C (-1.955, 0.746, -0.849)  -1.0240
C (-0.924, 1.281, 1.708)  -1.4521
C (-0.045, -0.658, -1.601)  -1.8993
C (1.048, -0.236, 1.459)  -1.0891
C (-0.453, 0.492, -0.634)  1.2060
C (-0.394, 0.147, 0.888)  0.2982
C (2.389, -0.261, -2.245)  -1.0609
C (2.195, -3.826, 0.923)  -0.9231
N (1.337, -1.140, -1.723)  0.3990
N (1.782, -2.190, -0.922)  -0.5620
O (1.255, -1.625, 1.828)  -0.5564
S (1.019, -2.676, 0.341)  0.3357
H (-3.616, 2.131, -0.486)  0.2413
H (-1.890, 2.908, -0.448)  0.3250
H (-2.367, 2.701, 1.736)  0.3955
H (-3.133, 1.144, 1.842)  0.2859
H (-2.497, -0.098, -0.479)  0.4682
H (-1.978, 0.761, -1.976)  0.3605
H (-0.268, 2.111, 1.649)  0.4728
H (-0.917, 0.996, 2.757)  0.4402
H (-0.806, -1.470, -1.291)  0.3113
H (-0.193, -0.323, -2.575)  0.6238
H (1.756, -0.024, 0.730)  0.4276
H (1.344, 0.415, 2.340)  0.3952
H (0.266, 1.437, -0.809)  0.2819
H (-0.842, -0.738, 1.116)  0.4593
H (1.967, 0.602, -2.650)  0.3928
H (3.232, 0.047, -1.634)  0.2974
H (3.011, -0.781, -3.002)  0.3255
H (3.009, -3.159, 0.931)  0.3413
H (2.236, -4.771, 0.296)  0.3153
H (1.997, -4.155, 1.933)  0.3992

Output
relative energy (zero: lowest compared OMol25 entry of this formula, charge and spin) = 2.252 eV
frontier orbital gap = 7.91 eV
total charge = 0
M = 216.35 Da


Here is C10H20N2PSY as an isolated structure from the OMol25 dataset. Energies are from the ωB97M-V functional and the def2-TZVPD basis.

Each line ends with the Mulliken charge.
Positions of all 35 atoms, in Å:
C (-0.252, 0.736, -1.816)  -0.0288
C (-1.202, 1.493, -2.534)  -1.0014
C (-0.530, 2.545, -3.229)  -0.2971
C (0.869, 2.457, -2.952)  -0.8739
C (1.099, 1.365, -2.084)  -0.2421
Y (1.596, -0.055, 1.310)  0.5411
P (0.626, -2.553, 0.780)  -0.2157
H (-0.433, -0.155, -1.210)  0.3120
H (-2.274, 1.302, -2.553)  0.3401
H (-1.006, 3.288, -3.866)  0.3822
H (2.058, 1.001, -1.701)  0.2662
H (1.635, 3.125, -3.343)  0.3602
H (0.898, -3.041, -0.547)  0.1384
H (-0.776, -2.870, 0.786)  0.0990
H (1.085, -3.726, 1.475)  0.0885
C (2.053, 0.360, 3.739)  -1.2531
N (0.834, -0.520, 3.406)  0.1926
C (0.748, -1.718, 4.283)  -1.3283
C (-0.357, 0.261, 3.207)  0.3729
S (-0.512, 1.293, 1.839)  -0.3549
N (-1.349, 0.095, 4.074)  0.1474
C (-1.077, 0.166, 5.532)  -1.0558
C (-2.689, 0.541, 3.662)  -1.2411
H (2.979, -0.231, 3.599)  0.4066
H (1.972, 0.693, 4.781)  0.4021
H (2.061, 1.297, 3.103)  0.4851
H (1.031, -1.442, 5.304)  0.3813
H (-0.271, -2.107, 4.231)  0.4338
H (1.444, -2.465, 3.890)  0.3150
H (-1.852, 0.792, 5.989)  0.4844
H (-1.143, -0.833, 5.982)  0.2525
H (-0.094, 0.612, 5.736)  0.2732
H (-2.741, 1.634, 3.575)  0.4028
H (-2.944, 0.089, 2.698)  0.3798
H (-3.395, 0.202, 4.424)  0.4348

Output
relative energy (zero: lowest compared OMol25 entry of this formula, charge and spin) = 2.149 eV
frontier orbital gap (spin up / spin down) = 4.19 / 4.27 eV
total charge = 0
M = 320.23 Da


Here is C10H20N2PSZr as an isolated structure from the OMol25 dataset. Energies are from the ωB97M-V functional and the def2-TZVPD basis.

Each line ends with the Mulliken charge.
Positions of all 35 atoms, in Å:
C (2.022, 1.359, -2.392)  -0.2125
C (2.732, 2.474, -2.978)  -0.9596
C (1.836, 3.440, -3.489)  -0.3072
C (0.508, 2.931, -3.235)  -1.0108
C (0.609, 1.615, -2.678)  -0.3580
Zr (1.011, 0.042, -0.058)  0.5034
P (1.127, -2.511, -0.440)  -0.2681
H (2.485, 0.378, -2.052)  0.3360
H (3.812, 2.540, -2.969)  0.3947
H (2.084, 4.369, -3.999)  0.4242
H (-0.190, 0.877, -2.477)  0.9329
H (-0.433, 3.451, -3.379)  0.3817
H (1.716, -3.235, 0.616)  0.1581
H (2.190, -2.757, -1.391)  0.1963
H (0.052, -3.274, -1.023)  0.1657
C (0.693, 1.310, 2.016)  -0.4272
N (-0.067, 0.001, 1.929)  -0.0319
C (0.336, -1.129, 2.801)  -1.0461
C (-1.109, -0.099, 0.958)  -0.0598
S (-1.219, 1.036, -0.294)  -0.1656
N (-1.935, -1.177, 0.996)  0.3123
C (-2.583, -1.491, 2.265)  -1.1800
C (-2.736, -1.481, -0.190)  -1.1940
H (1.418, 1.197, 2.819)  0.3451
H (0.001, 2.145, 2.223)  0.3444
H (1.303, 1.640, 1.088)  0.3402
H (-0.327, -1.120, 3.674)  0.3602
H (0.348, -2.106, 2.293)  0.3628
H (1.384, -0.975, 3.068)  0.3513
H (-3.646, -1.692, 2.057)  0.4795
H (-2.132, -2.375, 2.739)  0.2873
H (-2.498, -0.643, 2.956)  0.3684
H (-3.386, -0.641, -0.483)  0.3996
H (-2.084, -1.728, -1.036)  0.2897
H (-3.323, -2.371, 0.065)  0.4870

Output
frontier orbital gap (spin up / spin down) = 5.12 / 5.12 eV
total charge = +1
M = 322.55 Da


Here is C10H20N6O4 in the gas phase from the OMol25 dataset. Energies are from the ωB97M-V functional and the def2-TZVPD basis.

Each line ends with the Mulliken charge.
Positions of all 40 atoms, in Å:
C (-0.352, -0.081, 0.626)  0.9807
C (0.795, -0.716, -0.202)  -0.2799
C (-1.346, 0.613, -0.318)  -0.9040
C (-2.516, 1.306, 0.405)  -0.6751
C (-3.349, 0.396, 1.295)  -1.0215
C (-5.052, -0.545, -0.199)  0.5945
C (3.237, -1.116, -0.298)  -0.2656
C (4.347, -1.468, 0.678)  0.4092
C (3.656, 0.053, -1.213)  -0.7525
C (3.691, 1.392, -0.482)  0.5635
H (0.808, 1.512, 1.121)  0.2537
H (0.716, 0.423, 2.323)  0.3592
H (-0.859, -0.887, 1.159)  0.2301
H (-1.782, -0.101, -1.030)  0.2654
H (-0.832, 1.378, -0.897)  0.4263
H (-3.154, 1.787, -0.334)  0.4510
H (-2.112, 2.145, 0.995)  0.3680
H (-2.720, -0.015, 2.100)  0.3745
H (-4.135, 0.969, 1.797)  0.3835
H (-3.306, -1.414, 0.229)  0.3318
H (-6.522, 0.388, -0.953)  0.1828
H (-5.187, -2.503, -0.310)  0.2306
H (-6.255, -1.715, -1.270)  0.2628
H (2.146, -0.228, 1.240)  0.3645
H (3.054, -1.994, -0.909)  0.3732
H (2.901, 0.160, -2.014)  0.4486
H (4.626, -0.153, -1.677)  0.3967
H (4.510, 3.226, -0.678)  0.2624
H (4.908, 2.174, -2.004)  0.2042
H (5.037, -2.668, -0.707)  0.3783
N (0.155, 0.901, 1.612)  -0.7232
N (-3.954, -0.707, 0.569)  -0.2615
N (-5.753, 0.525, -0.284)  -0.7280
N (-5.309, -1.670, -0.902)  -0.5442
N (1.999, -0.842, 0.440)  -0.1715
N (4.503, 2.305, -1.085)  -0.4114
O (0.648, -1.128, -1.357)  -0.6872
O (4.430, -1.028, 1.814)  -0.5444
O (3.063, 1.662, 0.539)  -0.6239
O (5.262, -2.334, 0.178)  -0.5018

Output
relative energy (zero: lowest compared OMol25 entry of this formula, charge and spin) = 0.890 eV
SMILES string = [H]/N=C(\N)NCCC[C@H](N)C(=O)N[C@@H](CC(N)=O)C(=O)O
frontier orbital gap = 8.82 eV
total charge = 0
M = 288.31 Da